[1]
{
  "formula": "H25O12",
  "method": "ωB97M-V with the def2-TZVPD basis set",
  "homo_ev": -13.74,
  "e_above_lowest_kcal_mol": 95.2,
  "spin_multiplicity": 1,
  "charge": 1,
  "largest_force_ev_per_a": 9.21,
  "elements": ["H", "H", "H", "H", "H", "H", "O", "O", "H", "H", "H", "H", "O", "H", "H", "O", "H", "O", "H", "H", "H", "H", "H", "H", "H", "H", "H", "O", "O", "O", "H", "H", "O", "O", "O", "O", "H"],
  "coordinates": [[-3.82932, -1.61328, 1.80724], [-0.72461, -1.99587, 1.00375], [-0.08179, 1.64758, -3.57348], [3.27551, -1.47870, -2.85722], [0.75538, -0.09566, -1.69777], [-2.44024, -1.12611, 1.31001], [3.73247, 1.41319, -0.81692], [1.65941, 1.78750, 2.78411], [-2.31164, -0.84278, -2.06175], [1.70081, -0.36745, 0.48752], [4.65357, 1.19630, -0.94733], [-1.01219, -0.74466, -0.17971], [1.08085, -3.74312, -1.06333], [1.36447, 0.22820, 1.80346], [3.47452, 2.23371, -1.20385], [1.12514, -0.51737, 1.23425], [-1.12041, 3.33644, 2.70466], [3.05551, -2.00910, -2.07132], [0.69414, -1.68954, -1.99653], [1.42038, 1.94153, -3.18876], [-1.98874, 2.08900, 2.79422], [-4.33238, 1.66184, 1.77457], [1.38329, -3.98316, -0.24333], [1.12536, 1.80367, 3.46223], [1.96223, 2.75149, 2.51543], [2.90508, -1.63315, -1.18000], [-1.17205, -0.00603, -1.29982], [-1.25616, 2.45479, 2.41034], [0.52099, 1.60700, -2.81505], [-4.04174, 1.24521, 1.04807], [1.74906, -3.93705, -1.60394], [-3.45655, 0.02092, 1.55554], [-3.18796, -0.88181, 2.16472], [-1.46041, -1.48356, 0.52427], [-2.12153, -0.05438, -1.39393], [0.30148, -0.91869, -1.71176], [-3.40194, 1.70310, 0.52140]],
  "lowdin_charge": [0.18, 0.13, 0.06, 0.07, 0.02, 0.05, -0.03, -0.02, 0.15, 0.01, 0.04, 0.13, 0.05, 0.00, 0.02, -0.05, 0.04, -0.07, 0.00, 0.10, -0.02, 0.03, 0.01, -0.06, 0.14, 0.05, -0.04, 0.01, -0.08, 0.10, -0.03, 0.09, 0.01, -0.08, -0.10, -0.02, 0.09]
}

=====

[2]
{
  "formula": "H26KrO13",
  "method": "ωB97M-V with the def2-TZVPD basis set",
  "homo_ev": -9.18,
  "e_above_lowest_kcal_mol": 19.0,
  "spin_multiplicity": 1,
  "largest_force_ev_per_a": 1.12,
  "elements": ["H", "H", "H", "H", "H", "O", "O", "O", "O", "H", "H", "H", "H", "H", "H", "H", "H", "O", "O", "O", "H", "O", "O", "H", "O", "H", "H", "H", "O", "H", "Kr", "H", "H", "O", "H", "O", "H", "H", "H", "H"],
  "coordinates": [[-6.92017, -3.82602, 6.19830], [-2.87180, -3.97799, 5.25416], [-5.04303, -1.15893, 8.65072], [-6.55313, 0.26153, 7.31805], [-8.21403, -2.26769, 3.59872], [-7.24639, 0.54109, 6.72017], [-5.63305, -0.41337, 8.76137], [-7.03057, -2.92866, 1.86309], [-1.50301, -0.20154, 6.56668], [-3.49181, -0.02836, 1.29784], [-0.82860, 0.36755, 6.93757], [-3.31722, -1.23997, 2.18858], [-6.26243, 0.61950, 3.03796], [-8.34629, -2.29321, 5.10661], [-3.32273, -2.58000, 8.12210], [-6.93621, 0.27853, 5.85352], [-1.57199, 0.07257, 5.65216], [-2.87802, -0.43704, 1.90815], [-2.89149, -4.06096, 4.30077], [-4.33434, -2.86588, 2.00833], [-8.40757, -3.99352, 6.42525], [-3.82445, -2.43642, 8.92452], [-7.67233, -3.41331, 6.62276], [-2.05476, -1.98445, 6.81942], [-6.24814, 1.10026, 3.86554], [-1.56128, -3.21977, 7.54217], [-5.51025, -5.53381, 5.04567], [-2.76239, -4.99542, 4.13848], [-5.67873, -5.04316, 5.85010], [-5.32324, 1.29874, 4.01184], [-4.86184, -1.84137, 5.11371], [-7.36833, -3.78404, 1.59760], [-3.92592, -3.30648, 2.75351], [-8.78950, -1.99366, 4.31284], [-5.74353, -0.33330, 9.70880], [-2.12730, -2.93889, 6.82316], [-5.84353, -5.71547, 6.51121], [-3.97451, -3.31475, 9.27415], [-6.07988, -3.03934, 1.87549], [-3.78594, -3.10167, 1.26008]],
  "lowdin_charge": [-0.05, -0.02, -0.02, -0.04, -0.02, -0.08, -0.05, -0.05, -0.03, 0.03, 0.06, -0.03, 0.03, -0.03, -0.02, -0.04, 0.06, -0.06, -0.10, -0.07, 0.05, -0.04, -0.07, 0.00, -0.06, 0.07, 0.06, 0.05, -0.06, 0.03, 0.42, 0.04, -0.01, -0.06, 0.05, -0.07, 0.06, 0.06, -0.03, 0.08]
}

=====

[3]
{
  "formula": "H26NO15S",
  "method": "ωB97M-V with the def2-TZVPD basis set",
  "homo_ev": -6.48,
  "e_above_lowest_kcal_mol": 12.4,
  "spin_multiplicity": 1,
  "charge": -1,
  "largest_force_ev_per_a": 7.41,
  "elements": ["O", "H", "H", "O", "H", "H", "O", "O", "H", "O", "H", "O", "H", "H", "O", "S", "O", "H", "O", "H", "H", "O", "H", "H", "H", "O", "H", "O", "H", "H", "O", "H", "O", "O", "H", "H", "H", "H", "N", "H", "H", "H", "H"],
  "coordinates": [[13.21600, 37.73000, 36.25800], [13.26600, 41.45200, 39.76600], [11.70800, 44.75400, 38.47900], [9.80600, 38.80300, 37.99800], [12.33700, 43.55100, 38.77400], [12.27000, 43.69000, 33.69800], [13.20000, 41.41200, 36.12900], [15.29700, 42.82300, 38.97600], [13.46900, 38.07300, 40.02400], [12.50500, 38.36700, 39.89600], [10.06900, 41.87200, 38.12700], [13.31500, 41.18000, 40.78300], [14.54300, 39.12200, 38.10900], [14.63700, 41.73200, 35.80000], [11.11900, 40.92100, 37.05000], [12.56000, 41.02700, 37.34400], [13.00500, 39.70400, 37.77000], [14.06500, 40.39200, 34.23400], [9.46000, 42.55600, 38.19100], [14.83500, 39.48600, 32.99700], [13.61100, 38.95800, 33.57700], [12.02800, 43.35200, 34.48700], [15.01500, 43.32100, 39.65700], [10.94200, 40.59100, 35.41100], [15.46800, 42.85900, 35.60600], [12.39900, 44.39800, 39.16000], [12.29400, 37.29400, 36.31700], [15.51100, 39.18000, 38.01900], [12.48300, 39.00300, 39.14800], [15.97600, 40.00800, 37.86400], [12.82400, 41.93400, 38.43800], [10.72100, 39.53300, 34.42000], [15.59900, 41.94900, 35.40800], [11.02600, 40.37000, 34.44500], [9.88100, 43.33300, 38.17300], [14.23000, 40.82700, 40.85100], [13.15200, 38.38100, 36.99800], [14.50200, 42.52500, 38.66700], [14.47300, 39.47100, 33.93400], [9.84600, 39.51500, 37.45700], [15.08500, 39.03200, 34.60200], [12.43900, 42.60700, 34.85800], [10.03700, 39.02400, 39.02100]],
  "lowdin_charge": [-0.13, -0.01, 0.09, -0.08, -0.07, -0.03, -0.32, 0.02, 0.07, -0.12, -0.05, -0.14, -0.02, 0.00, -0.35, 0.39, -0.37, 0.13, 0.02, 0.13, 0.17, 0.01, -0.02, 0.01, 0.00, -0.08, 0.08, -0.08, -0.03, 0.03, -0.32, -0.04, -0.14, -0.05, -0.06, 0.03, -0.04, -0.07, 0.31, -0.08, 0.14, -0.04, 0.14]
}

=====

[4]
{
  "formula": "H26NeO13",
  "method": "ωB97M-V with the def2-TZVPD basis set",
  "homo_ev": -10.18,
  "e_above_lowest_kcal_mol": 29.2,
  "spin_multiplicity": 1,
  "largest_force_ev_per_a": 1.24,
  "elements": ["H", "H", "O", "H", "H", "H", "H", "O", "O", "H", "Ne", "O", "H", "O", "H", "O", "H", "O", "H", "H", "H", "H", "H", "H", "H", "H", "H", "O", "H", "O", "H", "H", "O", "O", "H", "O", "O", "H", "H", "H"],
  "coordinates": [[0.55522, -3.88133, -0.53926], [1.22403, 3.52338, 3.01506], [2.00775, -2.52868, 0.43238], [-1.84738, -2.21310, 1.02209], [2.89639, -2.43756, -2.36061], [-0.25457, -1.72860, -3.21650], [0.42088, 0.88330, -2.54730], [-3.83710, 0.33001, -0.36060], [-1.90720, 2.15657, -1.60597], [1.41293, -0.21188, 3.76400], [0.20765, -0.11175, -0.25642], [0.43887, -1.17689, -3.57844], [1.61268, -1.71033, 3.68254], [-1.92534, 0.75948, 2.83933], [-1.49056, 2.46522, -0.80138], [1.29647, -0.96034, 3.17879], [1.55559, 3.16206, 1.58279], [2.27008, 2.19081, 0.20571], [-1.94985, -0.18954, 2.96184], [-3.20693, 0.79821, -0.90825], [-1.81538, 2.11955, 1.32187], [1.08395, 2.02528, -3.28765], [-1.93644, -2.20599, -0.48917], [1.49819, -2.12873, 1.13709], [-0.60175, 3.02228, 1.25814], [-0.58934, -4.03366, -1.51838], [-2.83143, 1.04120, 2.96527], [2.90383, -1.61602, -1.86946], [-3.38356, -0.47367, -0.10635], [1.07553, 1.57390, -2.44360], [1.09241, -1.12443, -2.88104], [-2.27740, 2.94528, -2.00235], [0.97407, 3.70981, 2.11009], [-1.49851, 2.93564, 0.93480], [2.60578, -1.85793, -0.99260], [-2.34839, -1.84339, 0.29508], [0.23862, -4.43436, -1.25352], [1.99034, 1.49637, -0.39072], [2.46714, -3.25635, 0.85154], [1.87272, 2.98619, -0.14884]],
  "lowdin_charge": [-0.01, 0.05, -0.03, 0.05, 0.04, 0.03, 0.00, -0.07, -0.06, 0.05, 0.06, -0.04, 0.04, -0.04, -0.02, -0.04, -0.01, -0.04, 0.03, -0.02, 0.01, 0.05, 0.04, 0.03, 0.00, 0.02, 0.05, -0.05, -0.04, -0.05, -0.02, 0.05, -0.04, -0.04, -0.04, -0.03, -0.04, 0.01, 0.08, 0.04]
}

=====

[5]
{
  "formula": "H26O13",
  "method": "ωB97M-V with the def2-TZVPD basis set",
  "homo_ev": -9.37,
  "e_above_lowest_kcal_mol": 131.1,
  "spin_multiplicity": 1,
  "largest_force_ev_per_a": 4.89,
  "elements": ["H", "H", "H", "H", "O", "H", "H", "O", "H", "H", "H", "H", "O", "O", "H", "H", "O", "H", "O", "O", "H", "O", "H", "H", "O", "H", "H", "H", "O", "H", "H", "H", "O", "H", "O", "H", "H", "O", "H"],
  "coordinates": [[-0.22118, 2.57590, -0.91524], [-2.26757, -2.42261, -0.73041], [-2.66748, 1.10311, -1.60920], [0.09394, -1.88603, -2.17185], [-5.38294, 1.08802, 0.35774], [-0.43122, -3.27032, -2.51534], [5.58662, 0.76719, -0.20338], [4.88184, 0.76855, 0.45409], [5.57007, 0.07532, 1.78631], [4.71270, -0.53791, -1.29180], [-3.58187, 2.29078, -1.86091], [-3.35936, -1.36986, -0.82918], [-2.80675, 1.84009, -2.21455], [2.33861, 1.45092, -1.55467], [-1.62350, 2.32722, 1.80842], [4.33202, 1.52063, 0.20695], [-0.72430, -2.37254, -2.32276], [3.05441, 0.96858, -1.12577], [1.31275, -2.61796, 1.29272], [0.42095, -0.99405, 0.61822], [-4.53838, 0.97918, 0.80923], [-0.50573, 3.16193, -0.20489], [5.84473, 0.08771, -2.09002], [-0.48516, -0.67065, 0.56017], [5.48149, -0.76538, -1.82677], [0.77360, -3.41632, 1.32327], [1.86036, -2.73468, 0.50819], [4.45755, 0.51270, 2.72496], [-3.20459, -2.28075, -0.55474], [-4.47094, -0.89165, 1.53881], [0.95673, -0.19288, 0.61226], [-1.01801, 3.84357, -0.65426], [-2.20949, 1.71768, 2.27111], [-5.33756, 1.97628, -0.01365], [-5.06401, -1.57912, 1.21533], [-2.95224, 1.60287, 1.66768], [2.56930, 2.37765, -1.42448], [5.32218, 0.08684, 2.71766], [-5.73749, -1.64964, 1.90122]],
  "lowdin_charge": [0.02, 0.00, 0.02, 0.03, -0.04, 0.05, 0.06, -0.05, -0.02, 0.01, 0.03, 0.02, -0.04, -0.04, 0.01, 0.07, -0.05, -0.01, -0.09, -0.09, -0.01, -0.06, 0.04, 0.04, -0.04, 0.05, 0.04, 0.03, -0.06, 0.01, 0.04, 0.04, -0.04, 0.04, -0.06, 0.00, 0.05, -0.08, 0.05]
}

=====

[6]
{
  "formula": "H26O13",
  "method": "ωB97M-V with the def2-TZVPD basis set",
  "homo_ev": -10.95,
  "e_above_lowest_kcal_mol": 121.2,
  "spin_multiplicity": 1,
  "largest_force_ev_per_a": 5.72,
  "elements": ["H", "H", "H", "H", "H", "H", "O", "H", "H", "O", "H", "H", "H", "H", "O", "H", "H", "O", "H", "H", "O", "O", "H", "H", "H", "O", "O", "H", "O", "O", "O", "H", "O", "H", "H", "O", "H", "H", "H"],
  "coordinates": [[-2.24039, 2.42835, -2.95432], [-3.46697, -2.62143, 0.45133], [1.21942, 1.80343, 2.21195], [2.12608, 4.95238, -0.61686], [3.31650, -0.92200, -1.69686], [-3.46697, 2.27273, -0.86243], [4.82696, -3.36045, -2.17942], [2.39668, -3.53660, 1.10339], [0.72479, 0.98726, 1.15314], [3.68056, 1.96472, 1.73318], [-0.73941, -1.50704, 1.33249], [3.14774, 1.65243, 0.93667], [-1.68094, 1.65901, -1.73607], [-0.08033, -0.28312, -0.58927], [1.26772, 1.76076, 1.32534], [-3.05036, 0.62736, 2.44713], [3.51109, 0.23212, -0.58187], [-4.12068, 1.71036, -1.26757], [-3.89005, 1.45535, 3.35192], [1.30535, 0.46602, -0.73189], [-1.62646, 2.50829, -2.15066], [0.44250, 0.59099, -0.42625], [-4.22510, -2.31474, -2.02872], [-1.15477, -2.55836, 0.48992], [2.73943, -2.42931, 2.13099], [-3.62477, -2.07874, 1.25896], [2.84590, -3.39177, 1.93686], [-4.15274, -0.80509, -2.19714], [-4.76173, -1.52654, -2.21383], [-1.36172, -1.69012, 0.60475], [3.00023, -0.07458, -1.39119], [-3.05851, -2.43899, 1.94800], [2.89076, 4.60286, -0.15905], [-4.41801, 1.15389, -0.51656], [4.48533, -3.81419, -3.02013], [-3.89803, 0.52740, 2.93410], [4.13280, -2.86387, -1.75157], [4.26097, 1.19652, 1.78939], [2.69711, 3.66473, -0.06784]],
  "lowdin_charge": [0.09, 0.04, -0.01, 0.03, 0.02, 0.01, -0.07, 0.02, 0.01, -0.08, 0.08, 0.02, -0.01, 0.10, -0.04, 0.03, 0.08, -0.06, 0.08, -0.03, -0.08, -0.08, 0.03, 0.00, 0.05, -0.08, -0.06, 0.00, -0.04, -0.02, -0.04, 0.03, -0.05, 0.06, 0.09, -0.10, -0.01, 0.03, 0.00]
}

=====

| no. | Kohn-Sham gap (eV) |
| --- | --- |
| 1 | 11.0698 |
| 2 | 8.7839 |
| 3 | 7.8975 |
| 4 | 9.5711 |
| 5 | 8.7201 |
| 6 | 9.9423 |